The following is a DFT calculation (wB97M-V/def2-TZVPD) of a 9-piece molecular cluster, C47H104F3O26 overall in a non-equilibrium geometry.

Values from the calculation:
- total charge = -1
- orbital gap (eV) = 7.69
- 2S+1 = 1

Last column: Löwdin charge in e.
Positions of all 180 atoms, in Å:
O 0.536 -0.230 -0.446  -0.007
C 1.308 0.382 0.555  -0.794
O 0.595 1.030 1.377  -0.050
O 2.542 0.342 0.499  0.016
H -0.276 0.113 -0.026  0.061
C -0.616 -2.851 -2.082  -0.069
O -1.226 -3.510 -0.982  -0.208
C -1.415 -4.892 -1.170  -0.201
C -2.349 -5.297 -2.292  -0.176
O -3.564 -4.568 -2.130  -0.115
C -4.561 -4.858 -3.055  -0.216
C -4.316 -4.382 -4.474  -0.199
O -3.401 -5.241 -5.144  -0.198
C -3.345 -4.986 -6.519  -0.129
H 0.377 -3.288 -2.256  0.093
H -0.499 -1.811 -1.789  0.070
H -1.221 -2.956 -2.986  0.086
H -1.809 -5.300 -0.237  0.103
H -0.404 -5.295 -1.334  0.130
H -2.545 -6.371 -2.207  0.134
H -1.961 -5.043 -3.279  0.110
H -5.504 -4.417 -2.714  0.127
H -4.902 -5.906 -3.094  0.131
H -3.881 -3.374 -4.501  0.135
H -5.264 -4.317 -5.022  0.121
H -2.806 -4.060 -6.766  0.089
H -4.330 -4.918 -6.993  0.084
H -2.743 -5.750 -7.010  0.086
C -2.617 1.527 -3.505  -0.115
O -2.473 0.686 -2.382  -0.160
C -2.681 1.363 -1.155  -0.199
C -4.114 1.750 -0.870  -0.183
O -4.555 2.846 -1.657  -0.125
C -5.804 3.370 -1.253  -0.195
C -7.035 2.513 -1.564  -0.193
O -7.121 1.239 -0.961  -0.190
C -7.142 1.222 0.445  -0.110
H -3.657 1.700 -3.780  0.085
H -2.140 1.021 -4.350  0.082
H -2.075 2.477 -3.466  0.072
H -1.956 2.179 -1.044  0.132
H -2.423 0.653 -0.381  0.078
H -4.131 2.011 0.196  0.107
H -4.745 0.869 -1.009  0.134
H -5.914 4.312 -1.794  0.127
H -5.803 3.646 -0.190  0.122
H -7.149 2.325 -2.630  0.127
H -7.878 3.118 -1.193  0.121
H -6.173 1.537 0.837  0.070
H -7.280 0.195 0.787  0.087
H -7.974 1.776 0.896  0.094
C -1.634 -6.606 2.652  -0.114
O -1.636 -5.800 3.802  -0.180
C -2.273 -4.553 3.710  -0.202
C -1.654 -3.634 2.655  -0.214
O -2.175 -2.345 2.760  -0.134
C -1.981 -1.519 1.597  -0.139
C -3.280 -1.334 0.846  -0.172
O -4.269 -0.522 1.461  -0.223
C -4.957 -1.192 2.503  -0.100
H -1.090 -6.154 1.818  0.070
H -2.657 -6.811 2.301  0.093
H -1.192 -7.555 2.948  0.089
H -2.214 -4.078 4.689  0.129
H -3.335 -4.666 3.443  0.127
H -1.843 -4.146 1.703  0.103
H -0.572 -3.635 2.841  0.137
H -1.231 -1.972 0.953  0.108
H -1.714 -0.542 2.001  0.122
H -3.707 -2.299 0.550  0.137
H -3.004 -0.756 -0.036  0.096
H -5.361 -2.136 2.122  0.095
H -5.784 -0.545 2.803  0.082
H -4.352 -1.373 3.392  0.083
C 7.096 -1.187 -4.553  -0.122
O 5.935 -1.506 -5.266  -0.172
C 4.928 -0.529 -5.216  -0.208
C 3.990 -0.639 -4.034  -0.190
O 2.946 0.292 -4.295  -0.131
C 2.007 0.305 -3.230  -0.186
C 0.905 1.297 -3.500  -0.196
O 1.449 2.589 -3.596  -0.167
C 0.532 3.625 -3.778  -0.129
H 6.935 -1.172 -3.470  0.082
H 7.565 -0.241 -4.853  0.086
H 7.857 -1.943 -4.760  0.084
H 4.365 -0.589 -6.150  0.127
H 5.303 0.504 -5.194  0.130
H 4.444 -0.334 -3.084  0.114
H 3.570 -1.648 -3.930  0.130
H 2.573 0.627 -2.345  0.113
H 1.591 -0.674 -2.970  0.116
H 0.227 1.174 -2.643  0.111
H 0.305 1.050 -4.386  0.125
H -0.238 3.584 -2.999  0.063
H 0.051 3.538 -4.765  0.090
H 0.950 4.631 -3.781  0.088
C 7.141 1.812 2.790  -0.120
O 6.099 1.211 2.074  -0.182
C 6.140 -0.205 2.013  -0.177
C 5.594 -0.867 3.260  -0.207
O 4.240 -0.554 3.460  -0.101
C 3.740 -1.210 4.589  -0.225
C 2.265 -0.925 4.751  -0.207
O 2.115 0.462 4.882  -0.161
C 0.777 0.857 4.847  -0.126
H 6.741 2.277 3.698  0.088
H 7.626 2.614 2.225  0.082
H 7.945 1.131 3.091  0.083
H 7.183 -0.521 1.904  0.124
H 5.560 -0.496 1.139  0.113
H 6.195 -0.582 4.136  0.125
H 5.644 -1.964 3.169  0.126
H 4.329 -0.955 5.484  0.125
H 3.909 -2.301 4.548  0.121
H 1.820 -1.465 5.596  0.126
H 1.784 -1.219 3.806  0.128
H 0.259 0.535 3.942  0.068
H 0.670 1.935 4.933  0.088
H 0.227 0.391 5.683  0.081
C -2.508 6.685 1.264  -0.127
O -2.676 5.497 1.974  -0.138
C -2.512 4.351 1.172  -0.198
C -2.312 3.133 2.059  -0.186
O -3.513 2.953 2.790  -0.112
C -3.570 1.663 3.393  -0.191
C -4.514 1.580 4.573  -0.207
O -4.236 2.434 5.654  -0.195
C -3.010 2.287 6.359  -0.082
H -1.448 6.893 1.082  0.055
H -2.900 7.565 1.777  0.085
H -2.979 6.705 0.271  0.090
H -1.724 4.364 0.414  0.116
H -3.439 4.124 0.625  0.112
H -1.373 3.166 2.627  0.135
H -2.094 2.247 1.440  0.108
H -2.585 1.307 3.720  0.121
H -3.870 0.996 2.561  0.101
H -4.575 0.551 4.955  0.117
H -5.528 1.824 4.243  0.125
H -2.194 2.399 5.642  0.075
H -2.987 1.288 6.804  0.088
H -2.988 3.121 7.051  0.088
C 5.044 1.714 -0.771  -0.106
O 6.064 2.681 -0.870  -0.157
C 5.609 4.003 -0.823  -0.221
C 4.765 4.438 0.367  -0.160
O 3.471 3.836 0.394  -0.134
C 2.604 4.189 -0.642  -0.225
C 1.140 3.928 -0.298  -0.163
O 0.701 4.391 0.979  -0.171
C 1.019 5.737 1.207  -0.119
H 5.437 0.735 -1.065  0.086
H 4.173 1.885 -1.413  0.079
H 4.731 1.581 0.261  0.064
H 5.060 4.237 -1.748  0.121
H 6.481 4.666 -0.827  0.121
H 4.595 5.522 0.308  0.120
H 5.186 4.092 1.311  0.131
H 2.853 3.657 -1.569  0.106
H 2.733 5.244 -0.943  0.121
H 0.954 2.855 -0.303  0.114
H 0.499 4.393 -1.058  0.107
H 2.069 6.010 1.099  0.080
H 0.642 5.913 2.219  0.099
H 0.402 6.430 0.613  0.070
C 1.905 -3.036 0.673  -0.040
C 3.041 -2.655 -0.243  -0.174
O 3.675 -3.837 -0.792  0.044
C 4.861 -3.688 -1.332  -0.404
O 5.452 -2.650 -1.452  0.150
C 5.382 -4.998 -1.974  -0.546
F 6.299 -5.574 -1.184  0.158
F 4.386 -5.860 -2.188  0.161
F 5.955 -4.728 -3.144  0.169
H 1.196 -3.782 0.320  0.069
H 1.357 -2.146 0.972  0.062
H 2.368 -3.341 1.619  0.082
H 3.762 -2.047 0.298  0.111
H 2.707 -2.046 -1.085  0.115